H2I2NP as an isolated structure. Source: OMol25; level of theory: ωB97M-V/def2-TZVPD.

```
6
Properties=species:S:1:pos:R:3:forces:R:3
N -1.6380 -0.0791 -0.0583 0.938 0.841 -0.467
P 1.2603 -0.3987 -0.9645 -2.055 0.635 0.092
I 1.8589 -2.1592 0.4909 -0.061 -0.332 0.256
I 1.8305 1.5404 0.3244 0.159 0.206 0.072
H -2.2126 0.7208 -0.4974 1.490 -1.214 0.501
H -1.0992 0.3758 0.7049 -0.470 -0.136 -0.453
```
Forces are in eV/Å.

Calculated values
orbital gap (spin up / spin down)	5.803 / 5.800	eV
molar mass	300.80	g mol⁻¹
energy relative to the best compared isomer or geometry (same formula, charge and spin)	380.91	kJ/mol
DFT total energy	-27009.85589	eV

***

One molecule with the formula C5H5N. Source: OMol25; level of theory: ωB97M-V/def2-TZVPD.

```
11
Properties=species:S:1:pos:R:3:forces:R:3
C -1.3337 1.7757 -1.2568 0.404 -0.258 -0.017
C -0.4264 1.0141 -1.0433 -0.422 0.349 -0.090
C 0.5377 0.0120 -0.5850 0.003 -0.003 -0.034
C 0.1027 -0.3921 0.8398 -0.048 0.015 0.093
C 0.6722 -1.6611 1.2947 0.421 -0.878 0.301
N 1.1035 -2.6748 1.6462 -0.373 0.973 -0.354
H -2.1350 2.4491 -1.4645 0.151 -0.065 -0.014
H 0.5338 -0.8573 -1.2519 -0.068 0.139 0.111
H 1.5595 0.4071 -0.5807 -0.187 -0.045 0.001
H 0.3742 0.3993 1.5449 -0.042 -0.131 -0.063
H -0.9884 -0.4719 0.8565 0.161 -0.097 0.066
```
Forces are in eV/Å.

Calculated values
orbital gap	11.375	eV
molar mass	79.10	g mol⁻¹
energy relative to the best compared isomer or geometry (same formula, charge and spin)	197.73	kJ/mol
DFT total energy	-6753.85855	eV

***

A 15-piece molecular cluster, C24H47BrCl28N4O8P3 overall. Source: OMol25; level of theory: ωB97M-V/def2-TZVPD.

```
115
Properties=species:S:1:pos:R:3:forces:R:3
C -1.2349 2.7119 1.5045 0.259 0.035 0.028
C -0.4306 1.6382 0.6992 -0.422 -0.067 1.856
O -1.1008 1.1458 -0.4662 0.896 0.183 -0.812
C -0.5850 1.7382 -1.6464 0.717 0.513 1.151
N -0.8764 0.9261 -2.8150 -1.171 -0.003 -0.859
C -1.9183 1.3115 -3.8048 -0.700 -0.551 0.241
C -2.9339 2.3314 -3.2589 1.341 -0.980 0.385
O -3.1544 3.2829 -3.8894 -0.764 1.978 -1.098
O -3.5345 2.1354 -2.0063 0.065 -0.738 -0.369
C -4.8624 1.7853 -2.1303 -1.378 0.223 2.448
C -5.6882 1.6545 -0.8281 1.711 -0.067 0.299
O -5.3886 1.5931 -3.1627 -0.208 -0.377 -2.297
C -0.2732 -0.2054 -3.1397 1.200 -2.502 -0.123
N -0.5047 -0.9513 -4.2671 -0.558 0.242 -0.851
C 0.2986 -2.0413 -4.3455 0.428 3.666 1.941
P 0.3336 -3.2928 -5.7289 -0.899 -1.211 -0.846
C -0.1753 -2.2895 -7.2257 0.447 1.292 0.758
O 1.8961 -3.7646 -6.0756 -0.877 0.778 0.296
N 1.0434 -1.9746 -3.1846 0.889 -2.291 -1.419
P 2.1660 -3.3209 -2.9738 1.377 -0.908 -0.540
O 3.5617 -2.7523 -2.2357 -2.667 -0.661 0.257
Br 1.1301 -4.7818 -1.5532 0.669 1.262 -0.341
N 0.7152 -0.8861 -2.4357 0.931 -0.908 0.346
P 1.5182 -0.6000 -0.8834 -1.607 4.765 3.797
O 1.4122 -1.9080 0.1453 1.115 -0.425 -1.902
O 3.0805 -0.0291 -1.0472 -0.883 -1.840 -1.530
H -0.9815 3.7468 1.1921 -0.398 -0.573 -0.010
H -0.8961 2.6183 2.5610 -0.208 0.129 -0.686
H -2.3393 2.5151 1.5287 1.268 0.323 -0.526
H -0.3127 0.7650 1.3855 -0.148 0.415 -0.617
H 0.6035 2.0018 0.5078 -0.676 -0.141 -0.278
H 0.5274 1.8625 -1.5980 -0.675 -0.273 0.156
H -0.9906 2.7709 -1.6849 -0.032 -0.603 -0.845
H -1.4438 1.6751 -4.7399 -0.405 0.211 0.762
H -2.5189 0.4246 -4.1234 0.513 0.425 0.446
H -6.5464 2.3479 -0.8162 0.559 -0.276 -0.209
H -6.0593 0.6111 -0.7854 0.189 0.642 -0.029
H -4.9998 1.8406 0.0236 -0.739 -0.120 -0.268
H -1.2896 -2.1972 -7.2832 1.283 -0.618 0.041
H 0.1988 -1.2438 -7.1023 -0.199 -0.679 -0.216
H 0.2697 -2.6892 -8.1547 -0.288 -0.152 0.638
H 1.9772 -4.6723 -5.7429 0.141 0.260 -0.082
H 3.5450 -3.1702 -1.3459 0.647 0.418 -0.140
H 2.0135 -1.7692 0.9047 -0.060 -0.055 -0.280
H 3.3051 0.1057 -1.9973 0.312 -0.204 0.480
C 2.4463 2.4126 2.8190 -0.005 0.188 0.264
Cl 1.2494 2.1254 4.0802 0.245 0.468 0.039
Cl 2.1816 3.9666 2.0147 0.097 -0.116 -0.077
H 3.4359 2.4104 3.2635 -0.082 0.060 0.005
H 2.3699 1.6216 2.0846 -0.185 0.165 -0.019
C -4.7484 -1.3987 -7.5808 -0.195 0.046 -0.185
Cl -4.5862 -2.0771 -9.2025 -0.037 -0.030 0.020
Cl -3.1541 -1.0448 -6.8795 -0.488 0.318 0.256
H -5.3321 -0.4803 -7.6456 0.547 -0.276 0.043
H -5.2572 -2.1187 -6.9473 0.140 -0.001 -0.010
C 3.9983 -4.8969 1.0433 -0.122 -0.186 0.159
Cl 4.9451 -4.9864 -0.4522 -0.083 -0.058 0.081
Cl 4.3186 -3.3925 1.9175 -0.111 0.060 -0.023
H 2.9419 -4.9387 0.7928 0.066 0.064 -0.037
H 4.2619 -5.7379 1.6770 0.112 0.096 -0.041
C -1.4403 -0.3920 5.7449 -0.124 -0.252 0.020
Cl -0.4392 -0.4269 4.2921 -0.386 -0.306 -0.073
Cl -1.1661 1.0863 6.6773 -0.050 0.028 0.015
H -2.4857 -0.4352 5.4516 0.073 0.111 -0.052
H -1.1927 -1.2505 6.3627 0.129 0.107 -0.013
C 0.3642 7.3923 1.0881 0.029 0.144 0.127
Cl -1.3322 7.3712 1.5779 0.041 0.034 0.042
Cl 0.7432 6.0304 0.0236 0.036 0.080 -0.235
H 0.5677 8.3200 0.5623 -0.081 -0.108 -0.073
H 0.9860 7.3191 1.9757 -0.129 -0.077 -0.106
C 2.7278 -1.8276 6.5429 0.248 -0.045 -0.164
Cl 1.5146 -2.1313 7.7960 -0.016 -0.075 0.030
Cl 2.4548 -0.2723 5.7507 0.355 -0.146 0.160
H 3.7127 -1.8220 7.0016 -0.214 0.060 0.012
H 2.6690 -2.6165 5.7984 -0.164 0.065 0.035
C -0.9034 -8.0186 -0.5357 -0.116 -0.252 -0.051
Cl 0.0206 -8.1378 -2.0352 -0.056 -0.084 0.032
Cl -0.5520 -6.5110 0.3313 -0.238 -0.323 0.270
H -1.9622 -8.0463 -0.7725 0.075 0.132 -0.022
H -0.6442 -8.8567 0.1033 0.099 0.118 -0.007
C 4.7019 0.6258 -5.1245 0.457 0.187 -0.158
Cl 3.2577 0.0799 -4.2484 -0.213 -0.104 -0.218
Cl 5.4353 2.0218 -4.3376 -0.032 -0.086 -0.041
H 5.4222 -0.1859 -5.1492 -0.108 -0.004 0.135
H 4.4135 0.8989 -6.1346 -0.146 0.019 0.123
C -1.1705 -4.3890 2.8273 -0.126 0.023 -0.071
Cl -2.1985 -3.1985 3.6292 -0.174 -0.195 -0.114
Cl 0.3226 -4.6746 3.7339 0.094 -0.038 -0.080
H -1.7148 -5.3243 2.7432 0.054 0.056 0.133
H -0.9137 -4.0193 1.8384 0.033 0.087 0.109
C -3.8263 2.3752 4.0655 0.034 0.169 0.105
Cl -5.5276 2.3473 4.5387 0.038 0.056 0.012
Cl -3.4206 0.9969 3.0316 -0.297 -0.372 0.257
H -3.6274 3.2934 3.5194 -0.053 -0.091 -0.053
H -3.2107 2.3355 4.9597 -0.050 -0.100 -0.045
C -7.8029 1.7879 -6.3346 -0.089 0.242 0.067
Cl -9.4991 1.7426 -5.8458 0.078 0.041 0.007
Cl -7.3982 0.4194 -7.3856 -0.336 0.202 -0.009
H -7.6167 2.7104 -6.8760 -0.082 -0.123 -0.073
H -7.1818 1.7448 -5.4506 0.039 -0.128 0.102
C 4.5243 -1.6029 10.1581 -0.170 -0.031 0.180
Cl 5.5328 -1.6415 8.7021 0.108 -0.075 0.024
Cl 4.8004 -0.1314 11.0927 -0.046 -0.054 0.011
H 3.4804 -1.6415 9.8623 0.086 0.091 -0.061
H 4.7674 -2.4626 10.7746 0.117 0.082 -0.057
C 1.6920 6.2131 5.1886 0.066 -0.195 0.007
Cl 0.4901 5.8877 6.4407 0.041 -0.064 -0.023
Cl 1.4309 7.7957 4.4373 0.097 0.018 0.063
H 2.6804 6.1975 5.6371 -0.090 0.115 0.035
H 1.6192 5.4453 4.4238 -0.102 0.085 0.024
C 5.9098 0.9583 0.7942 0.198 -0.006 -0.211
Cl 4.4647 0.4098 1.6550 0.346 -0.391 0.076
Cl 6.6214 2.3716 1.5746 -0.018 -0.036 -0.059
H 6.6392 0.1543 0.7860 -0.064 0.033 0.126
H 5.6326 1.2186 -0.2232 -0.098 0.040 0.105
```
Forces are in eV/Å.

Calculated values
orbital gap	7.912	eV
molar mass	1685.17	g mol⁻¹
charge	+1
DFT total energy	-496521.36954	eV

***

C30H55AlFNO3 as an isolated structure. Source: OMol25; level of theory: ωB97M-V/def2-TZVPD.

```
91
Properties=species:S:1:pos:R:3:forces:R:3
C -1.2804 7.4728 3.1341 0.238 -0.861 -0.134
C -0.0399 6.3938 3.4409 -1.246 0.027 1.520
C -0.7757 4.9397 3.8163 0.881 0.540 0.949
C 0.2951 3.8822 4.4952 -0.009 0.868 1.013
Al -1.7451 4.1753 2.1475 0.008 1.012 0.675
C -0.7896 4.8835 0.4255 0.307 -0.077 -0.465
C -1.4512 4.1706 -0.8940 -0.141 -0.540 0.353
C -0.4542 3.1623 -1.7160 -0.373 0.127 -0.892
C 0.9963 3.8021 -2.1332 -0.572 0.166 -0.938
C 1.8176 2.6802 -3.0079 0.162 -0.426 0.068
C 3.0652 1.9640 -2.1806 -0.321 -0.701 -2.134
O 3.8252 2.9203 -1.3613 -1.542 -2.239 3.134
C 3.6977 2.6544 0.0794 5.516 1.585 3.566
C 2.3446 2.1871 0.8777 -0.110 -1.331 -0.427
O 4.8072 2.8637 0.8333 -7.058 -1.236 -5.077
C -1.6914 2.1294 2.0119 1.288 -0.325 -1.517
O -1.9199 1.4188 3.2973 2.298 -3.937 -1.656
C -1.2697 0.0877 3.0569 -0.206 -1.567 -0.499
C 0.2154 -0.2675 3.6554 -2.699 -2.761 -2.716
C 0.8413 -1.7461 3.2776 -3.541 1.374 -1.493
C -0.0012 -2.7985 2.3143 -1.363 3.562 1.031
C -1.4989 -2.4003 1.7587 1.731 3.017 2.007
C -2.1733 -0.9461 2.1020 4.270 -1.643 1.457
C -3.7061 4.8879 2.2921 -0.571 -0.223 -0.912
C -4.7228 4.1821 1.2165 -1.352 1.089 0.892
F -4.2848 4.5980 3.6574 0.604 0.600 -1.930
H -0.9232 8.5881 3.1290 -0.671 -2.127 -0.086
H -2.1536 7.3332 3.9354 2.039 0.306 -1.692
H -1.7180 7.1609 2.0925 0.713 0.927 1.938
H 0.5004 6.7832 4.4315 -0.755 -0.758 -2.202
H 0.7137 6.2990 2.5495 -1.458 0.290 1.680
H -1.5422 5.2177 4.6882 1.505 -0.662 -1.852
H 0.5139 4.2860 5.5966 -0.168 -0.992 -2.190
H 1.3263 3.8477 3.9424 -1.869 0.019 0.839
H -0.1363 2.8008 4.6130 0.722 2.024 -0.375
H 0.3431 4.5342 0.5630 -2.191 1.028 -0.478
H -0.8737 6.0672 0.3704 0.527 -2.495 -0.096
H -1.8950 4.9706 -1.6271 0.910 -1.530 1.243
H -2.3676 3.5012 -0.5236 1.839 1.352 -1.056
H -1.0119 2.9072 -2.7401 1.199 0.417 2.066
H -0.3062 2.1040 -1.1861 -0.267 2.324 -0.812
H 0.8210 4.7258 -2.8673 0.207 -1.926 1.719
H 1.5736 4.2308 -1.2102 -0.990 -1.070 -1.837
H 2.2405 3.1017 -4.0410 -0.824 -0.687 2.455
H 1.0562 1.8208 -3.3243 1.620 1.723 0.728
H 2.7275 0.9881 -1.6112 0.584 2.215 -0.760
H 3.8174 1.5865 -3.0273 -1.432 0.800 1.989
H 1.3872 2.0670 0.1882 2.097 0.637 1.488
H 2.5648 1.0871 1.2865 -0.297 2.371 -0.910
H 2.1308 2.8326 1.8500 0.648 -1.057 -2.432
H -0.5801 1.8362 1.6889 -2.131 0.658 0.366
H -2.3798 1.7528 1.1346 1.078 0.214 1.734
H 0.7459 0.5557 4.3049 -1.089 -1.976 -1.447
H 1.9159 -1.9908 3.6861 -2.443 0.361 -0.979
H 0.4661 -3.8449 2.0203 -1.061 2.423 0.821
H -2.0858 -3.1496 1.0697 1.279 1.562 1.574
H -3.2450 -0.6097 1.7061 2.725 -0.837 1.040
H -3.6889 6.0613 2.1529 -0.527 -2.255 0.410
H -4.3371 4.1928 0.1113 -0.493 -0.167 2.202
H -5.7299 4.8219 1.2188 1.881 -1.444 -0.143
H -5.0322 3.1082 1.5982 0.920 2.069 -0.942
C 0.6230 -2.7825 -2.7156 -0.095 0.143 -0.260
C 0.0411 -3.7380 -1.6763 0.270 0.282 0.004
C 1.0296 -4.7948 -1.1706 -0.480 -0.260 -0.111
N 1.0692 -6.1355 -1.9618 0.539 -0.022 0.591
C 1.1778 -5.8935 -3.4682 -0.122 -0.222 0.138
C 1.1200 -7.1837 -4.2735 0.125 -0.165 -0.022
C -0.1514 -7.9579 -3.9639 -0.078 -0.220 -0.042
C -0.2657 -8.2407 -2.4704 0.020 -0.144 -0.031
C -0.1862 -6.9646 -1.6355 0.295 -0.020 -0.211
C 2.3228 -6.8708 -1.4490 -0.675 0.328 -0.353
H 0.7198 -3.2381 -3.7027 0.061 0.090 0.033
H -0.0337 -1.9138 -2.8309 0.152 -0.131 0.048
H 1.6102 -2.4190 -2.4136 -0.134 -0.003 0.014
H -0.8923 -4.1743 -2.0436 0.051 -0.088 0.110
H -0.2341 -3.1197 -0.8115 0.044 -0.320 0.027
H 0.7724 -5.0687 -0.1393 0.130 -0.148 -0.277
H 2.0486 -4.3902 -1.1649 -0.186 -0.182 -0.129
H 0.3171 -5.2875 -3.7594 0.166 0.073 0.249
H 2.1046 -5.3401 -3.6532 -0.227 -0.001 0.190
H 1.1401 -6.9384 -5.3412 0.109 0.152 0.219
H 2.0018 -7.8065 -4.0852 -0.081 0.070 -0.037
H -0.1579 -8.9023 -4.5209 -0.038 0.198 0.108
H -1.0255 -7.3860 -4.2956 0.061 -0.007 -0.002
H 0.5139 -8.9485 -2.1666 -0.084 0.087 0.010
H -1.2213 -8.7406 -2.2696 0.172 0.208 0.151
H -0.1605 -7.2010 -0.5655 0.103 0.232 -0.206
H -1.0577 -6.3357 -1.8356 0.231 0.073 0.024
H 2.2291 -6.9923 -0.3655 -0.019 0.086 -0.255
H 3.2003 -6.2616 -1.6901 -0.274 -0.123 0.051
H 2.4058 -7.8464 -1.9276 -0.060 0.197 0.088
```
Forces are in eV/Å.

Calculated values
orbital gap	5.147	eV
molar mass	523.75	g mol⁻¹
energy relative to the best compared isomer or geometry (same formula, charge and spin)	771.08	kJ/mol
DFT total energy	-48930.87262	eV